ORCA calculation (ωB97M-V/def2-TZVPD) on C31H79AgF3N6O9Pd as an isolated structure at a distorted geometry.

```
! wB97M-V def2-TZVPD RIJCOSX def2/J DEFGRID3
* xyz 1 3
Pd 0.934 1.331 3.334
Ag 2.050 -1.907 3.394
C 3.402 3.006 2.494
O 2.469 4.016 2.102
O 2.894 2.072 3.288
C 4.075 2.437 1.240
F 3.177 2.183 0.255
F 5.024 3.214 0.708
F 4.637 1.243 1.478
C 3.032 5.204 1.581
C 1.912 6.206 1.396
H 1.171 5.828 0.689
H 1.424 6.399 2.355
H 2.279 7.175 1.059
H 3.561 5.058 0.633
H 3.800 5.631 2.241
H 4.170 3.571 3.057
C -0.897 -0.555 0.458
C 0.574 -0.800 0.747
C 1.471 -0.328 -0.389
O 1.047 -0.356 1.996
H -1.170 0.462 0.180
H -1.549 -1.036 1.189
H -1.090 -1.155 -0.439
H 0.731 -1.894 0.701
H 2.530 -0.573 -0.367
H 1.371 0.735 -0.623
H 1.106 -0.777 -1.327
C -1.164 -3.532 3.701
C -0.043 -3.753 4.724
C -0.378 -4.853 5.709
O 0.685 -5.141 6.577
C 0.922 -4.174 7.582
N 1.206 -4.058 3.979
H -1.404 -4.491 3.232
H -0.883 -2.717 3.030
H -2.109 -3.216 4.150
H 0.015 -2.772 5.210
H -0.568 -5.819 5.229
H -1.350 -4.611 6.167
H 1.507 -4.612 8.389
H -0.036 -3.847 7.995
H 1.512 -3.318 7.233
H 1.816 -4.636 4.558
H 0.925 -4.701 3.239
C -2.074 3.235 -3.141
C -0.629 3.400 -2.689
C -0.370 4.791 -2.156
O -0.512 5.715 -3.229
C -0.837 7.014 -2.825
N -0.454 2.452 -1.530
H -2.094 2.409 -3.855
H -2.419 4.143 -3.630
H -2.697 2.964 -2.294
H 0.162 3.176 -3.407
H 0.681 4.924 -1.857
H -1.102 5.010 -1.370
H -0.937 7.626 -3.723
H -0.011 7.452 -2.250
H -1.799 7.113 -2.310
H -0.170 1.563 -1.944
H 0.443 2.703 -1.096
C 0.730 -4.792 -5.233
C -0.372 -3.864 -4.702
C -0.775 -4.259 -3.299
O 0.347 -4.461 -2.468
C 0.026 -4.318 -1.093
N 0.109 -2.444 -4.687
H 1.006 -4.436 -6.230
H 0.356 -5.805 -5.409
H 1.601 -4.845 -4.585
H -1.227 -4.055 -5.354
H -1.502 -5.084 -3.302
H -1.361 -3.418 -2.887
H -0.823 -4.968 -0.842
H -0.242 -3.277 -0.885
H 0.889 -4.688 -0.542
H 0.785 -2.424 -5.450
H 0.727 -2.478 -3.871
C 5.988 1.500 -2.281
C 4.955 1.476 -3.399
C 4.047 0.245 -3.293
O 4.765 -0.939 -3.518
C 4.866 -1.807 -2.418
N 4.050 2.646 -3.313
H 6.587 0.590 -2.154
H 5.616 1.703 -1.276
H 6.764 2.219 -2.570
H 5.476 1.401 -4.353
H 3.314 0.372 -4.099
H 3.479 0.285 -2.355
H 5.624 -1.471 -1.699
H 5.192 -2.760 -2.832
H 3.935 -1.939 -1.856
H 4.630 3.443 -3.060
H 3.497 2.478 -2.473
C -1.911 4.169 1.561
C -1.210 3.169 2.482
C -2.067 1.996 2.891
O -1.306 1.205 3.798
C -2.020 0.202 4.502
N 0.022 2.626 1.829
H -2.632 3.690 0.896
H -1.187 4.724 0.974
H -2.473 4.876 2.174
H -0.983 3.699 3.413
H -2.177 1.355 2.003
H -3.067 2.255 3.241
H -2.925 0.586 4.973
H -1.356 -0.359 5.150
H -2.383 -0.524 3.755
H 0.498 3.429 1.427
H -0.365 2.166 0.997
C -3.739 -2.163 -0.721
C -4.824 -2.878 -1.513
C -6.179 -2.187 -1.523
O -6.518 -1.792 -0.210
C -7.862 -2.009 0.154
N -4.366 -3.189 -2.845
H -2.933 -2.860 -0.481
H -4.128 -1.944 0.281
H -3.394 -1.244 -1.192
H -5.006 -3.813 -0.970
H -6.917 -2.871 -1.952
H -6.148 -1.287 -2.155
H -8.064 -3.072 0.320
H -8.576 -1.664 -0.605
H -8.044 -1.393 1.032
H -4.296 -4.114 -3.216
H -4.493 -2.442 -3.505
*
```

## Properties
**Expectation value of S²**: 2.0065
**Calculated total energy**: -76416.22564 eV
**HOMO-LUMO gap (alpha / beta)**: 0.262 / 0.241 Ha
**Energy relative to the best compared isomer or geometry (same formula, charge and spin)**: 0.0 kcal per mole

=====

ORCA calculation (ωB97M-V/def2-TZVPD) on a 10-piece molecular cluster, C31H79BrO11S9 overall at a distorted geometry.

```
! wB97M-V def2-TZVPD RIJCOSX def2/J DEFGRID3
* xyz 0 1
C -3.071 5.642 -2.622
C -3.505 4.988 -3.985
C -4.250 3.657 -3.676
C -2.343 4.879 -5.050
C -1.049 5.627 -4.557
C -2.054 3.446 -5.572
O -1.563 2.525 -4.610
C -0.154 2.549 -4.460
C 0.788 2.324 -5.683
O 1.647 1.199 -5.535
C 1.150 0.328 -4.525
C 0.106 1.161 -3.722
C 0.256 1.312 -2.179
C 1.675 1.868 -1.856
C 1.661 2.532 -0.426
Br 1.323 4.478 -0.709
H -2.858 6.712 -2.797
H -2.227 5.111 -2.151
H -3.916 5.613 -1.905
H -4.268 5.682 -4.387
H -4.570 3.091 -4.548
H -5.106 3.882 -3.014
H -3.556 3.040 -3.061
H -2.678 5.466 -5.932
H -0.598 5.156 -3.675
H -1.265 6.697 -4.431
H -0.319 5.563 -5.395
H -1.431 3.541 -6.483
H -3.022 3.038 -5.923
H 0.177 3.255 -3.675
H 0.368 2.490 -6.692
H 1.489 3.191 -5.613
H 0.648 -0.510 -5.052
H 1.890 -0.111 -3.834
H -0.822 0.573 -3.889
H -0.499 2.058 -1.861
H 0.025 0.351 -1.690
H 1.914 2.689 -2.557
H 2.474 1.116 -1.958
H 0.823 2.159 0.175
H 2.645 2.369 0.028
C -6.446 -0.032 -1.983
S -5.387 0.215 -3.417
O -5.867 1.443 -4.113
C -5.991 -1.207 -4.346
H -6.263 0.777 -1.277
H -7.493 -0.017 -2.289
H -6.202 -0.984 -1.511
H -7.067 -1.119 -4.500
H -5.761 -2.122 -3.799
H -5.485 -1.225 -5.310
C 6.543 2.241 2.290
S 5.255 1.705 1.150
O 4.002 1.526 1.943
C 5.943 0.067 0.853
H 6.295 3.242 2.640
H 6.592 1.558 3.138
H 7.500 2.266 1.769
H 6.032 -0.475 1.795
H 6.921 0.166 0.379
H 5.271 -0.471 0.186
C -3.810 3.268 1.000
S -3.001 1.662 0.881
O -4.044 0.620 1.114
C -2.047 1.818 2.403
H -4.492 3.370 0.157
H -4.370 3.331 1.934
H -3.058 4.057 0.956
H -2.720 1.973 3.247
H -1.355 2.656 2.313
H -1.485 0.897 2.549
C 5.057 -1.864 5.517
S 6.057 -2.928 4.465
O 6.117 -2.284 3.112
C 4.864 -4.270 4.364
H 5.602 -0.936 5.682
H 4.107 -1.647 5.027
H 4.888 -2.360 6.472
H 3.923 -3.903 3.949
H 4.702 -4.682 5.362
H 5.273 -5.042 3.714
C 8.995 -6.556 1.138
S 8.157 -5.484 2.321
O 6.859 -6.141 2.666
C 7.803 -4.162 1.153
H 9.277 -7.476 1.649
H 8.323 -6.790 0.311
H 9.890 -6.057 0.769
H 7.211 -4.553 0.324
H 8.742 -3.744 0.786
H 7.239 -3.390 1.676
C -8.128 4.075 -3.910
S -7.755 5.054 -5.375
O -6.595 5.933 -5.043
C -9.236 6.080 -5.301
H -7.303 3.383 -3.743
H -8.237 4.732 -3.045
H -9.046 3.510 -4.073
H -9.273 6.608 -4.347
H -10.119 5.451 -5.419
H -9.194 6.802 -6.115
C 9.277 -4.525 8.966
S 9.080 -4.262 7.194
O 7.727 -3.675 6.980
C 8.975 -6.008 6.757
H 9.323 -3.552 9.452
H 8.426 -5.087 9.354
H 10.205 -5.067 9.152
H 8.143 -6.473 7.287
H 9.912 -6.503 7.014
H 8.809 -6.080 5.682
C 4.306 -8.066 4.816
S 3.605 -7.865 6.465
O 4.511 -8.563 7.422
C 2.182 -8.938 6.194
H 5.239 -7.504 4.767
H 4.506 -9.121 4.625
H 3.609 -7.673 4.075
H 2.519 -9.937 5.915
H 1.555 -8.517 5.408
H 1.613 -8.991 7.121
C -10.573 1.827 0.828
S -9.566 0.785 -0.243
O -9.509 1.445 -1.580
C -10.758 -0.563 -0.362
H -10.033 2.756 1.005
H -11.525 2.045 0.343
H -10.739 1.318 1.778
H -11.698 -0.190 -0.770
H -10.919 -0.993 0.627
H -10.348 -1.323 -1.025
*
```

## Properties
**Calculated total energy**: -223501.64111 eV
**HOMO-LUMO gap**: 0.320 Ha

=====

ORCA calculation (ωB97M-V/def2-TZVPD) on C31H79N4NbO9P as an isolated structure at a distorted geometry.

```
! wB97M-V def2-TZVPD RIJCOSX def2/J DEFGRID3
* xyz -1 1
C 6.886 0.076 3.757
C 5.345 0.016 3.839
C 4.689 -0.018 2.457
C 4.977 1.306 1.705
Nb 3.150 1.826 0.386
N 3.818 3.741 -0.177
C 2.245 2.555 2.360
C 2.676 3.974 2.732
C 2.226 4.325 4.146
C 4.154 0.656 -1.291
P 5.822 1.025 -1.752
O 6.003 1.124 -3.196
O 6.400 2.326 -1.006
O 6.741 -0.213 -1.172
C 1.239 2.252 -0.841
C 1.556 2.653 -2.300
C 0.322 3.306 -0.190
C -0.865 2.704 0.593
C -2.226 3.062 0.000
H 7.182 -0.141 2.738
H 7.246 1.060 4.029
H 7.329 -0.668 4.411
H 4.953 0.866 4.386
H 5.088 -0.863 4.427
H 3.632 -0.192 2.629
H 5.091 -0.872 1.923
H 5.876 1.119 1.125
H 5.121 2.069 2.465
H 2.295 0.247 0.795
H 4.227 3.826 -1.103
H 3.073 4.429 -0.092
H 2.645 1.914 3.146
H 1.165 2.431 2.397
H 2.229 4.715 2.071
H 3.754 4.051 2.660
H 1.147 4.433 4.186
H 2.650 5.282 4.451
H 2.510 3.556 4.856
H 3.606 0.654 -2.223
H 4.172 -0.380 -0.963
H 7.085 2.135 -0.348
H 7.355 0.130 -0.502
H 0.700 1.314 -0.912
H 1.670 1.744 -2.888
H 2.498 3.178 -2.412
H 0.746 3.214 -2.766
H -0.124 3.903 -0.985
H 0.853 4.025 0.431
H -0.823 3.139 1.590
H -0.725 1.638 0.722
H -2.954 3.050 0.806
H -2.532 2.323 -0.726
H -2.209 4.055 -0.431
C -3.387 -0.301 -6.566
O -4.312 0.755 -6.743
C -5.653 0.423 -6.408
C -6.110 1.185 -5.183
N -5.427 0.714 -3.986
C -5.646 1.536 -2.798
C -5.113 2.966 -2.822
O -3.705 3.053 -2.860
C -3.119 2.999 -4.149
H -2.431 0.031 -6.966
H -3.253 -0.553 -5.509
H -3.702 -1.197 -7.111
H -5.767 -0.655 -6.262
H -6.280 0.715 -7.256
H -7.188 1.040 -5.055
H -5.931 2.252 -5.372
H -4.433 0.677 -4.171
H -5.170 1.015 -1.963
H -6.720 1.559 -2.582
H -5.414 3.438 -1.882
H -5.560 3.566 -3.625
H -3.770 3.431 -4.913
H -2.854 1.975 -4.428
H -2.194 3.574 -4.111
C -8.170 -3.432 1.936
O -8.293 -2.462 0.915
C -9.312 -1.498 1.144
C -8.719 -0.126 1.384
N -8.024 -0.068 2.663
C -7.243 1.150 2.871
C -6.053 1.406 1.952
O -4.993 0.485 2.120
C -5.108 -0.708 1.366
H -7.453 -4.177 1.594
H -7.800 -2.997 2.871
H -9.126 -3.930 2.126
H -9.956 -1.795 1.978
H -9.929 -1.458 0.241
H -9.525 0.614 1.385
H -8.054 0.098 0.539
H -7.403 -0.864 2.733
H -6.865 1.116 3.895
H -7.920 2.008 2.814
H -5.642 2.383 2.223
H -6.342 1.482 0.896
H -5.631 -0.551 0.419
H -5.617 -1.485 1.944
H -4.102 -1.066 1.149
C 5.651 -3.468 3.031
O 5.225 -3.278 1.697
C 6.286 -3.279 0.748
C 6.195 -4.489 -0.154
N 6.494 -5.718 0.576
C 6.202 -6.941 -0.163
C 4.748 -7.226 -0.527
O 3.912 -7.483 0.585
C 3.344 -6.337 1.198
H 4.791 -3.307 3.679
H 6.028 -4.484 3.205
H 6.425 -2.742 3.296
H 7.260 -3.227 1.245
H 6.175 -2.381 0.134
H 6.910 -4.379 -0.974
H 5.185 -4.500 -0.583
H 5.957 -5.724 1.433
H 6.560 -7.778 0.442
H 6.797 -6.941 -1.083
H 4.737 -8.142 -1.125
H 4.315 -6.440 -1.158
H 3.168 -5.534 0.479
H 3.971 -5.964 2.012
H 2.388 -6.634 1.629
*
```

## Properties
**Calculated total energy**: -68650.40278 eV
**HOMO-LUMO gap**: 0.228 Ha
**Energy relative to the best compared isomer or geometry (same formula, charge and spin)**: 13.0 kcal per mole